[1]
The following is a DFT calculation (wB97M-V/def2-TZVPD) of a cluster of 11 separate species, C5H31NO11 in total at a distorted geometry.

* charge: +1
* HOMO level (spin up / spin down): -0.496 / -0.496 hartree
* ⟨S²⟩: 0.760
* spin multiplicity: 2
* Kohn-Sham gap (spin up / spin down): 10.0 / 6.4 eV

Cartesian coordinates (Å):
C 1.32870 -0.96956 -2.77335
O 0.10110 -1.50213 -2.30496
C 1.80945 0.10060 -1.80943
C 2.51940 -0.51481 -0.53339
C 1.81174 -0.08286 0.70879
C 2.36085 0.13712 1.94089
N 1.64026 0.56976 2.99615
H 1.12973 -0.55116 -3.76739
H 2.06352 -1.78254 -2.96211
H 0.09410 -1.83748 -1.40560
H 2.49697 0.79185 -2.31352
H 0.98688 0.68110 -1.36495
H 3.48686 -0.06658 -0.45684
H 2.70427 -1.57625 -0.72014
H 0.80028 0.26998 0.64257
H 3.44625 0.06381 2.09713
H 0.69355 0.95777 2.84579
H 2.09565 1.15794 3.68210
H 2.05015 3.97937 -1.30991
H 2.07940 2.59065 -1.25047
O 1.86995 3.24750 -1.93163
H -0.36702 3.14998 -1.49644
H -0.58305 3.00833 -0.01029
O -1.07457 3.21529 -0.83495
H -1.32724 -1.18804 -3.32375
H -2.03859 -2.46982 -3.52239
O -2.24285 -1.53750 -3.38206
H -2.57943 -0.58660 2.83982
H -3.34385 -1.88858 3.13876
O -2.60471 -1.52288 2.62640
H -2.82257 2.44670 -0.42875
H -4.21022 2.29456 0.28165
O -3.24975 2.19636 0.40562
H -0.48041 1.19627 1.36052
H -0.83617 2.68634 1.69152
O -0.07991 2.11846 1.45989
H -2.05155 0.32474 -0.07960
H -1.27377 -0.80466 0.60360
O -1.56152 0.10629 0.76019
H 0.86894 -4.37342 2.28788
H 0.41230 -3.95934 0.96706
O 0.91495 -4.68068 1.37266
H -2.39555 -0.37522 -2.40007
H -3.20742 0.83590 -1.66997
O -2.41582 0.30058 -1.70336
H -0.48238 -2.23859 2.94651
H 0.98680 -1.60263 3.24191
O 0.47629 -2.31595 2.85790

=====

[2]
The following is a DFT calculation (wB97M-V/def2-TZVPD) of a cluster of 10 separate species, C5H31NO9S2 in total at a distorted geometry.

* HOMO level: -0.321 hartree
* SMILES string: SCCCNCCS.O.O.O.O.O.O.O.O.O
* Kohn-Sham gap: 8.7 eV

Cartesian coordinates (Å):
S 3.32874 2.15760 -1.24379
C 1.56675 1.79127 -0.83298
C 1.42233 0.74075 0.30093
C -0.02924 0.18403 0.17724
N 0.05749 -1.13444 -0.46434
C -1.21838 -1.92992 -0.35212
C -1.48013 -2.26198 1.13797
S -1.10215 -4.00282 1.58874
H 4.06926 2.09408 -0.13304
H 1.08206 2.70433 -0.53456
H 1.15484 1.37625 -1.76654
H 1.50404 1.17973 1.33663
H 2.19129 -0.05503 0.30805
H -0.51712 0.93405 -0.43422
H -0.68906 0.20374 1.06650
H 0.20333 -1.11500 -1.48446
H -1.98264 -1.27810 -0.80732
H -1.27149 -2.75595 -1.05282
H -0.99522 -1.46434 1.67574
H -2.57331 -2.19937 1.31248
H -0.22923 -4.19568 0.61595
O -0.74395 4.24318 -1.56530
H 0.01274 4.50729 -2.10001
H -0.85653 3.34639 -1.89989
O 0.90477 -2.99180 -2.50186
H 1.74207 -2.69194 -2.13242
H 0.58709 -3.54450 -1.76361
O -1.80258 -0.51570 3.94205
H -1.93924 0.43578 3.89607
H -2.53788 -0.96170 3.51640
O -3.45890 1.59772 0.84769
H -2.56543 2.00709 0.98269
H -3.96372 1.70782 1.66470
O 2.64840 -3.05800 0.40550
H 2.26160 -2.20189 0.60900
H 2.27636 -3.64510 1.07546
O -2.33437 2.04401 -2.17094
H -2.90426 1.92445 -2.92426
H -2.73077 2.11574 -1.29913
O 0.24215 1.55862 2.92725
H 0.58915 0.75472 3.35289
H 0.62129 2.23089 3.50975
O 1.70064 -0.97542 -3.63399
H 1.03479 -0.29019 -3.73090
H 2.54705 -0.62134 -3.34797
O -1.17149 2.98614 1.02999
H -0.82313 3.60894 0.36852
H -0.34363 2.58114 1.33672

=====

[3]
The following is a DFT calculation (wB97M-V/def2-TZVPD) of a cluster of 11 separate species, C5H32N2O11 in total at a distorted geometry.

* HOMO level: -0.333 hartree
* SMILES string: CNCC[C@H](N)C=O.O.O.O.O.O.O.O.O.O.O
* Kohn-Sham gap: 9.3 eV

Cartesian coordinates (Å):
C -1.14667 -2.95219 0.15527
N -0.34540 -2.24254 -0.84906
C -0.62538 -0.80109 -1.05490
C -2.04382 -0.30924 -0.80347
C -2.50477 0.74470 -1.83431
N -1.47018 1.73597 -2.01454
C -3.72968 1.43142 -1.17942
O -3.98772 2.58065 -1.39599
H -1.88920 -3.53033 -0.41062
H -1.60400 -2.34800 0.93064
H -0.60709 -3.75353 0.66986
H -0.33762 -2.69440 -1.74481
H 0.07521 -0.24413 -0.42592
H -0.39236 -0.68790 -2.10891
H -2.20822 0.16217 0.15867
H -2.68351 -1.19079 -0.90169
H -2.82280 0.31608 -2.78964
H -1.81855 2.68766 -2.08794
H -0.94881 1.71700 -2.88708
H -4.21044 0.80141 -0.41627
O -0.04211 1.04850 3.05685
H -0.00635 1.46569 3.92873
H 0.52249 1.66889 2.57374
O 2.37876 -3.13589 -0.78031
H 1.57182 -2.76874 -0.37614
H 3.03417 -2.85839 -0.13355
O 1.70951 3.30906 2.13654
H 2.34194 3.99593 1.89640
H 1.27603 3.23521 1.25196
O 0.24711 2.91649 -0.22817
H -0.02988 3.73283 -0.63864
H -0.30375 2.13897 -0.45028
O 2.20635 -0.97563 -2.98227
H 2.44630 -1.60183 -2.28413
H 2.72550 -1.27617 -3.73594
O 1.28381 1.62085 -3.57799
H 1.84455 2.37301 -3.73386
H 1.86844 0.97789 -3.14982
O -2.55116 -0.80221 2.56834
H -2.39758 -0.44170 1.68778
H -1.71161 -0.54332 2.97163
O 2.36906 -2.10184 2.40860
H 1.79185 -2.09304 3.17120
H 2.67041 -2.94058 2.06765
O 3.50307 1.50730 -0.11839
H 2.74076 1.26376 -0.65408
H 3.14594 1.60483 0.77264
O 0.43284 -1.23719 4.66090
H 0.58207 -0.79734 3.80262
H -0.34930 -0.70825 4.87813

=====

Computed ΔE to the lowest compared entry with this formula, charge and spin, in the same sequence as the records: 0.0; 15.9; 84.9 kcal per mole.